# 1
Computed, not measured: 6 unconnected molecules or ions with the total composition C8H30N2O6, with ωB97M-V/def2-TZVPD.

Bonds (Å) are listed after each position.
Element x y z (Å)
1 O 9.1187 10.6645 -11.7126  H2 0.957, H3 0.957
2 H 9.2780 11.3244 -12.3874  O1 0.957
3 H 8.1748 10.5096 -11.7463  O1 0.957
4 O 11.4490 9.1930 -12.0005  H5 0.957, H6 0.957
5 H 10.6710 9.7506 -12.0092  O4 0.957
6 H 12.1756 9.7972 -11.8484  O4 0.957
7 O 5.6230 10.4079 -12.4280  H8 0.957, H9 0.957
8 H 5.3095 9.5189 -12.2618  O7 0.957
9 H 5.4434 10.5561 -13.3565  O7 0.957
10 O 9.1808 12.4552 -13.7860  H11 0.957, H12 0.957
11 H 8.7416 12.4166 -14.6356  O10 0.957
12 H 10.1022 12.2879 -13.9843  O10 0.957
13 C 8.2546 10.3718 -7.2020  C14 1.516, H19 1.090, H20 1.090, H21 1.090
14 C 9.2780 11.2979 -7.8302  C13 1.516, C15 1.516, N18 1.443, H22 1.090
15 C 10.6654 10.6910 -7.8891  C14 1.516, O16 1.446, H23 1.090, H24 1.090
16 O 11.2177 10.4844 -6.5690  C15 1.446, C17 1.428
17 C 11.8440 11.6431 -6.0182  O16 1.428, H25 1.090, H26 1.090, H27 1.090
18 N 8.6920 11.7489 -9.0696  C14 1.443, H28 1.010, H29 1.010
19 H 8.5189 10.1278 -6.1730  C13 1.090
20 H 8.1276 9.4286 -7.7333  C13 1.090
21 H 7.3060 10.8858 -7.0466  C13 1.090
22 H 9.4628 12.2462 -7.3255  C14 1.090
23 H 11.3139 11.0276 -8.6979  C15 1.090
24 H 10.4490 9.6690 -8.2003  C15 1.090
25 H 12.3955 12.1564 -6.8059  C17 1.090
26 H 12.4477 11.4386 -5.1340  C17 1.090
27 H 10.9897 12.2362 -5.6921  C17 1.090
28 H 7.7067 11.5282 -9.0474  N18 1.010
29 H 9.0727 11.1391 -9.7790  N18 1.010
30 C 12.2100 14.8745 -12.3521  C31 1.508, H36 1.090, H37 1.090, H38 1.090
31 C 13.1148 13.7446 -11.9301  C30 1.508, C32 1.564, N35 1.446, H39 1.090
32 C 12.3167 12.6036 -11.2177  C31 1.564, O33 1.423, H40 1.090, H41 1.090
33 O 13.0918 11.5578 -10.6425  C32 1.423, C34 1.474
34 C 14.0225 11.8606 -9.5397  O33 1.474, H42 1.090, H43 1.090, H44 1.090
35 N 13.8238 13.2149 -13.0739  C31 1.446, H45 1.010, H46 1.010
36 H 11.5621 15.2415 -11.5560  C30 1.090
37 H 11.5468 14.5180 -13.1403  C30 1.090
38 H 12.7290 15.7465 -12.7500  C30 1.090
39 H 13.8224 14.1614 -11.2133  C31 1.090
40 H 11.6425 12.1004 -11.9108  C32 1.090
41 H 11.6690 13.0400 -10.4575  C32 1.090
42 H 14.4385 10.9398 -9.1309  C34 1.090
43 H 13.4290 12.4249 -8.8205  C34 1.090
44 H 14.9298 12.4339 -9.7302  C34 1.090
45 H 13.1285 12.9740 -13.7657  N35 1.010
46 H 14.2002 12.3428 -12.7305  N35 1.010

Summary:
Total charge: -1
Multiplicity: 2
Maximum force in eV/Å: 2.59
Orbital gap (alpha / beta) in eV: 2.36 / 9.12
<S²>: 0.750

Atom charges from the natural (NBO) analysis, given in e for atoms 1 to 2: O -1.024; H 0.500

# 2
Computed, not measured: 6 unconnected molecules or ions with the total composition C8H30N2O6, with ωB97M-V/def2-TZVPD.

Bonds (Å) are listed after each position.
Element x y z (Å)
1 O 0.1321 1.7390 -0.2582  H2 0.968, H3 0.963
2 H 0.0916 0.8020 -0.0201  O1 0.968
3 H 0.8489 1.7926 -0.8987  O1 0.963
4 O 1.8723 -3.5314 -1.2977  H5 0.967, H6 0.964
5 H 1.8360 -3.6351 -2.2580  O4 0.967
6 H 2.6569 -4.0211 -1.0250  O4 0.964
7 O 1.0374 -1.3041 0.4447  H8 0.967, H9 0.963
8 H 1.2521 -1.8758 -0.3057  O7 0.967
9 H 1.0776 -1.8935 1.2055  O7 0.963
10 O 1.6128 -4.2732 1.7054  H11 0.965, H12 0.964
11 H 1.6176 -4.2964 2.6697  O10 0.965
12 H 0.8135 -4.7494 1.4520  O10 0.964
13 C -1.8078 -0.5168 -2.9769  C14 1.515, H19 1.094, H20 1.094, H21 1.094
14 C -0.6905 -0.7032 -3.9825  C13 1.515, C15 1.516, N18 1.495, H22 1.095
15 C -0.2456 0.4616 -4.8456  C14 1.516, O16 1.412, H23 1.096, H24 1.093
16 O -0.0324 1.5845 -4.0166  C15 1.412, C17 1.401
17 C 0.4106 2.7655 -4.6272  O16 1.401, H25 1.094, H26 1.086, H27 1.098
18 N 0.5124 -1.2610 -3.2913  C14 1.495, H28 1.013, H29 1.015
19 H -1.5887 0.1268 -2.1197  C13 1.094
20 H -2.0340 -1.4769 -2.5028  C13 1.094
21 H -2.7481 -0.1229 -3.3743  C13 1.094
22 H -0.9443 -1.5683 -4.6042  C14 1.095
23 H -1.0502 0.7413 -5.5359  C15 1.096
24 H 0.6440 0.1454 -5.3967  C15 1.093
25 H 1.4040 2.7208 -5.0846  C17 1.094
26 H 0.3686 3.5010 -3.8289  C17 1.086
27 H -0.2288 3.1180 -5.4469  C17 1.098
28 H 0.1593 -1.8069 -2.5151  N18 1.013
29 H 1.1017 -0.5256 -2.9153  N18 1.015
30 C 0.0618 -1.1804 3.7460  C31 1.512, H36 1.091, H37 1.085, H38 1.090
31 C -0.0566 0.2063 4.3371  C30 1.512, C32 1.553, N35 1.506, H39 1.090
32 C -0.5978 1.3197 3.3997  C31 1.553, O33 1.429, H40 1.094, H41 1.099
33 O -0.3647 2.5467 4.0945  C32 1.429, C34 1.421
34 C -0.5231 3.6396 3.2001  O33 1.421, H42 1.088, H43 1.092, H44 1.099
35 N -1.0356 0.1096 5.4769  C31 1.506, H45 1.020, H46 1.019
36 H 0.4871 -1.7507 4.5735  C30 1.091
37 H 0.7108 -1.1499 2.8773  C30 1.085
38 H -0.9234 -1.5875 3.5185  C30 1.090
39 H 0.8390 0.5288 4.8674  C31 1.090
40 H -1.6675 1.2716 3.1778  C32 1.094
41 H -0.0593 1.2359 2.4459  C32 1.099
42 H 0.1579 3.6211 2.3518  C34 1.088
43 H -0.4390 4.5611 3.7797  C34 1.092
44 H -1.5737 3.6685 2.8788  C34 1.099
45 H -1.1197 1.0697 5.8106  N35 1.020
46 H -1.9751 -0.0468 5.1150  N35 1.019

Summary:
Total charge: 0
Multiplicity: 1
Maximum force in eV/Å: 2.99
Orbital gap in eV: 9.46

Atom charges from the natural (NBO) analysis, given in e for atoms 1 to 2: O -0.957; H 0.489

# 3
Computed, not measured: 6 unconnected molecules or ions with the total composition C8H30N2O6, with ωB97M-V/def2-TZVPD.

Bonds (Å) are listed after each position.
Element x y z (Å)
1 O -2.8015 -0.4244 -1.1284  H2 0.962, H3 0.970
2 H -2.1799 -0.8398 -0.5228  O1 0.962
3 H -2.2361 0.0089 -1.7863  O1 0.970
4 O 0.0020 -0.2457 -0.7641  H5 0.976, H6 0.971
5 H 0.8359 -0.1619 -0.2648  O4 0.976
6 H 0.2193 -0.8145 -1.5201  O4 0.971
7 O -0.3324 -2.2143 -2.8556  H8 0.964, H9 0.964
8 H 0.3360 -2.4115 -3.5223  O7 0.964
9 H -1.0921 -2.7561 -3.0982  O7 0.964
10 O 2.2608 -0.3463 0.8337  H11 0.964, H12 0.966
11 H 3.0350 -0.0631 1.3326  O10 0.964
12 H 1.9384 -1.1256 1.3052  O10 0.966
13 C 2.4933 -0.3551 6.8482  C14 1.539, H19 1.094, H20 1.088, H21 1.094
14 C 3.4427 0.3271 5.8476  C13 1.539, C15 1.544, N18 1.475, H22 1.091
15 C 2.5586 1.1086 4.8525  C14 1.544, O16 1.403, H23 1.094, H24 1.097
16 O 1.6302 0.2473 4.2478  C15 1.403, C17 1.406
17 C 0.6859 0.9364 3.4662  O16 1.406, H25 1.097, H26 1.096, H27 1.096
18 N 4.4300 1.2169 6.4862  C14 1.475, H28 1.016, H29 1.016
19 H 3.1060 -0.9108 7.5646  C13 1.094
20 H 1.8120 -1.0460 6.3564  C13 1.088
21 H 1.8870 0.3454 7.4294  C13 1.094
22 H 3.9603 -0.5317 5.4171  C14 1.091
23 H 3.2070 1.6226 4.1373  C15 1.094
24 H 2.0942 1.8561 5.5075  C15 1.097
25 H 1.0572 1.8093 2.9163  C17 1.097
26 H -0.1673 1.0988 4.1354  C17 1.096
27 H 0.3320 0.3638 2.6010  C17 1.096
28 H 5.1415 0.5617 6.7984  N18 1.016
29 H 4.0649 1.6112 7.3482  N18 1.016
30 C -2.9572 -1.7653 -5.9573  C31 1.534, H36 1.089, H37 1.096, H38 1.087
31 C -3.0582 -0.7594 -4.8036  C30 1.534, C32 1.541, N35 1.481, H39 1.094
32 C -2.0382 0.3936 -4.8613  C31 1.541, O33 1.422, H40 1.095, H41 1.096
33 O -1.9053 0.8660 -3.5267  C32 1.422, C34 1.428
34 C -0.8984 1.8480 -3.2809  O33 1.428, H42 1.089, H43 1.084, H44 1.093
35 N -4.4629 -0.3011 -4.7033  C31 1.481, H45 1.021, H46 1.018
36 H -1.9620 -2.1905 -6.0809  C30 1.089
37 H -3.1844 -1.1937 -6.8643  C30 1.096
38 H -3.7341 -2.5194 -5.8586  C30 1.087
39 H -2.8123 -1.2625 -3.8641  C31 1.094
40 H -2.3925 1.2757 -5.4051  C32 1.095
41 H -1.0848 -0.0446 -5.1785  C32 1.096
42 H 0.0791 1.4638 -3.5708  C34 1.089
43 H -0.9891 2.0538 -2.2203  C34 1.084
44 H -1.1383 2.7487 -3.8522  C34 1.093
45 H -4.3457 0.6338 -4.3099  N35 1.021
46 H -4.8368 -0.1137 -5.6316  N35 1.018

Summary:
Total charge: 0
Multiplicity: 1
Maximum force in eV/Å: 1.61
Orbital gap in eV: 9.60

Atom charges from the natural (NBO) analysis, given in e for atoms 1 to 2: O -0.971; H 0.475

# 4
Computed, not measured: 7 unconnected molecules or ions with the total composition C8H30O11, with ωB97M-V/def2-TZVPD.

Bonds (Å) are listed after each position.
Element x y z (Å)
1 O 11.2457 9.1554 10.5589  H2 0.958, H3 0.959
2 H 11.3093 8.4791 9.8841  O1 0.958
3 H 10.8534 8.7266 11.3220  O1 0.959
4 O 8.8739 10.7139 10.3902  H5 0.979, H6 0.987
5 H 8.8290 11.6046 9.9860  O4 0.979
6 H 9.7851 10.3864 10.2005  O4 0.987
7 O 8.7664 13.2725 8.7529  H8 0.989, H9 0.977
8 H 8.2160 13.2729 7.9310  O7 0.989
9 H 8.1486 13.6366 9.4166  O7 0.977
10 C 10.0320 9.9509 6.4610  C11 1.527, O13 1.411, H14 1.085, H15 1.086
11 C 8.5572 10.3418 6.3967  C10 1.527, O12 1.386, H16 1.105, H17 1.101
12 O 7.8036 9.3200 5.8401  C11 1.386, H18 0.979
13 O 10.6268 9.5774 5.2374  C10 1.411, H19 0.976
14 H 10.1092 9.1066 7.1378  C10 1.085
15 H 10.5213 10.8254 6.8797  C10 1.086
16 H 8.4522 11.2576 5.7875  C11 1.105
17 H 8.2753 10.5412 7.4417  C11 1.101
18 H 6.8813 9.6407 5.7633  O12 0.979
19 H 10.2036 8.7808 4.8644  O13 0.976
20 C 8.8857 5.4590 10.5111  C21 1.525, O23 1.394, H24 1.073, H25 1.104
21 C 7.5913 6.2128 10.2267  C20 1.525, O22 1.428, H26 1.151, H27 1.090
22 O 7.0005 6.4786 11.4995  C21 1.428, H28 0.973
23 O 9.6792 6.0230 11.5089  C20 1.394, H29 0.961
24 H 9.4551 5.3859 9.6050  C20 1.073
25 H 8.5672 4.4407 10.7950  C20 1.104
26 H 6.9477 5.4674 9.6303  C21 1.151
27 H 7.6746 7.0966 9.5937  C21 1.090
28 H 7.0382 7.4161 11.7579  O22 0.973
29 H 9.0774 6.0874 12.2551  O23 0.961
30 C 5.9402 12.5424 11.3961  C31 1.534, O33 1.419, H34 1.115, H35 1.093
31 C 4.8914 13.0472 12.3950  C30 1.534, O32 1.413, H36 1.100, H37 1.101
32 O 5.5595 13.1292 13.6370  C31 1.413, H38 0.955
33 O 6.9858 13.4955 11.2861  C30 1.419, H39 0.974
34 H 5.5153 12.3994 10.3751  C30 1.115
35 H 6.3386 11.5874 11.7476  C30 1.093
36 H 4.0177 12.3795 12.4348  C31 1.100
37 H 4.4989 14.0100 12.0338  C31 1.101
38 H 5.8227 14.0378 13.5072  O32 0.955
39 H 7.6592 13.2121 11.9307  O33 0.974
40 C 8.5003 9.1064 13.4092  C41 1.502, O43 1.418, H44 1.130, H45 1.079
41 C 7.7185 10.0908 14.2309  C40 1.502, O42 1.464, H46 1.083, H47 1.112
42 O 7.8650 11.4260 13.6486  C41 1.464, H48 0.999
43 O 7.9028 8.9410 12.1335  C40 1.418, H49 0.993
44 H 8.4515 8.1030 13.9274  C40 1.130
45 H 9.5468 9.3510 13.3118  C40 1.079
46 H 8.1612 10.2277 15.2097  C41 1.083
47 H 6.6620 9.7938 14.4083  C41 1.112
48 H 7.0425 11.9709 13.8079  O42 0.999
49 H 8.2452 9.6842 11.5705  O43 0.993

Summary:
Total charge: 0
Multiplicity: 1
Maximum force in eV/Å: 2.26
Orbital gap in eV: 10.00

Atom charges from the natural (NBO) analysis, given in e for atoms 1 to 2: O -0.954; H 0.483